No. 1
C6H12NO | wB97M-V/def2-TZVPD

Geometry as XYZ:
```
20
Properties=species:S:1:pos:R:3:forces:R:3:nbo_charge:R:1
C -2.0184 -0.6279 0.1011 -0.53 0.85 -0.14 -0.41
N -0.8580 0.3117 0.0475 -1.07 -2.71 -1.18 -0.46
C -0.4514 0.4319 -1.3826 -1.22 3.00 -0.77 -0.22
C 1.0267 0.1373 -1.5981 -1.19 -0.35 -0.22 -0.44
C 1.4234 -0.4112 -0.2709 -0.39 -1.66 2.20 -0.42
C 0.2402 -0.2859 0.8634 0.94 2.15 -1.65 -0.05
C 0.6342 0.7637 1.9613 0.32 -1.21 1.06 -0.01
O 1.6401 0.2834 2.7102 0.91 0.37 -0.23 -0.97
H -1.9910 -1.4847 -0.6599 0.07 0.99 0.81 0.15
H -2.9485 -0.0052 -0.0513 0.62 -0.94 0.03 0.18
H -2.0320 -1.0586 1.1152 -0.40 0.18 -0.44 0.20
H -1.1656 -0.0159 -2.1126 0.41 -0.28 0.67 0.17
H -0.5653 1.5462 -1.5932 -0.01 -1.09 -0.05 0.18
H 1.5056 1.0117 -2.0103 0.48 0.66 0.76 0.19
H 1.3064 -0.5800 -2.3487 -0.64 -0.74 -0.57 0.19
H 1.6161 -1.4853 -0.3730 0.30 0.14 -0.01 0.19
H 2.3195 0.0706 0.0161 0.94 0.23 1.16 0.23
H -0.1828 -1.2059 1.4081 1.51 0.99 -1.02 0.18
H -0.2532 0.7496 2.6309 -0.83 0.76 -0.35 0.08
H 0.7541 1.8543 1.5468 -0.20 -1.32 -0.06 0.07
```
Positions in Å, forces in eV/Å.

LUMO energy = 3.850 eV
net charge = -1
energy relative to the best compared isomer or geometry (same formula, charge and spin) = 34.23 kcal/mol
SMILES = CN1CCC[C@H]1C[O-]
gap between HOMO and LUMO = 5.815 eV
E_tot = -365.72417 Ha

---

No. 2
C6H12NO | wB97M-V/def2-TZVPD

Geometry as XYZ:
```
20
Properties=species:S:1:pos:R:3:forces:R:3:nbo_charge:R:1
C -1.1097 0.6985 1.4484 0.41 1.61 -0.06 -0.26
C -0.4121 0.8796 0.1369 -3.50 -1.29 -1.42 -0.12
C -2.0784 -0.1958 1.5572 1.07 0.81 0.41 -0.33
C -0.0476 -0.4176 -0.6832 -0.41 0.40 -0.51 0.45
C -0.0607 -1.8571 -0.1566 -0.12 0.88 -0.11 -0.67
C 1.9166 1.3111 -0.6928 0.39 0.69 2.62 -0.40
N 0.9493 0.4954 0.0099 1.60 -0.76 0.97 -0.38
O -0.1469 -0.2681 -2.0397 -0.54 3.02 1.57 -0.69
H -0.9571 1.5041 2.2000 0.36 -1.02 -0.20 0.24
H -0.8610 1.6966 -0.5062 1.40 -0.78 0.59 0.28
H -2.2983 -0.6618 0.6003 -0.84 -0.66 0.87 0.21
H -2.4103 -0.3219 2.5868 -1.06 -0.44 -0.72 0.25
H -0.9845 -1.8406 0.4767 1.24 -1.24 -0.51 0.26
H 0.8800 -2.0036 0.4472 -1.18 -0.37 -0.53 0.23
H -0.1041 -2.5415 -1.0626 -0.02 0.63 1.49 0.25
H 2.1470 2.2206 -0.1188 -0.01 -0.44 -0.10 0.24
H 2.7501 0.7136 -0.8504 1.81 -0.84 -0.23 0.23
H 1.5293 1.5683 -1.5925 -1.32 0.83 -2.76 0.24
H 1.2707 -0.0138 0.8668 0.06 0.93 -0.83 0.44
H 0.0278 -0.9658 -2.6275 0.66 -1.95 -0.54 0.51
```
Positions in Å, forces in eV/Å.

LUMO energy = -2.958 eV
net charge = +1
energy relative to the best compared isomer or geometry (same formula, charge and spin) = 54.39 kcal/mol
SMILES = C=C[C@H]1[N@H+](C)[C@]1(C)O
gap between HOMO and LUMO = 11.396 eV
E_tot = -365.46268 Ha

---

No. 3
C6H12NO | wB97M-V/def2-TZVPD

Geometry as XYZ:
```
20
Properties=species:S:1:pos:R:3:forces:R:3:nbo_charge:R:1
O 0.0093 -2.3051 -0.0798 -0.43 0.09 -0.57 -0.34
C 0.3623 -1.4151 0.6340 0.61 -0.35 0.90 0.31
C -0.2251 -0.0619 0.4192 -0.23 -0.25 -0.96 0.33
C 0.5615 1.1015 0.5263 0.71 -0.62 0.51 -0.56
C 0.8972 1.7432 -0.8965 -0.06 -0.09 -0.78 -0.36
C -0.5062 2.7135 -2.7047 -0.12 0.16 -0.30 -0.28
C -0.1964 1.7040 -1.9110 -0.21 0.25 0.30 -0.26
N -0.5962 -3.6765 2.7357 -0.38 0.13 -0.18 -1.08
H 1.1648 -1.5274 1.3703 0.07 0.05 0.13 0.18
H -1.2010 -0.0870 -0.0575 -0.27 0.24 0.28 0.24
H 1.5099 0.8140 0.9888 -0.10 0.50 0.24 0.26
H 0.0093 1.8387 1.1245 -0.14 0.26 -0.17 0.34
H 1.2603 2.7530 -0.7416 -0.08 0.12 0.24 0.26
H 1.7451 1.1626 -1.2553 0.08 -0.17 0.07 0.24
H -1.2654 2.5933 -3.4599 -0.13 -0.07 -0.11 0.22
H -0.0292 3.6802 -2.6993 0.21 0.12 0.27 0.21
H -0.7776 0.8006 -2.0345 0.12 -0.29 -0.01 0.20
H -1.4399 -3.4710 3.2638 0.11 0.03 0.21 0.36
H -0.9354 -3.7336 1.7798 0.13 -0.23 -0.06 0.35
H -0.3473 -4.6272 2.9976 0.12 0.13 -0.03 0.38
```
Positions in Å, forces in eV/Å.

LUMO energy = -7.976 eV
net charge = +1
energy relative to the best compared isomer or geometry (same formula, charge and spin) = 89.78 kcal/mol
gap between HOMO and LUMO = 5.490 eV
E_tot = -365.40629 Ha

---

No. 4
C6H12NO | wB97M-V/def2-TZVPD

Geometry as XYZ:
```
20
Properties=species:S:1:pos:R:3:forces:R:3:mulliken_spin:R:1
C 2.7153 0.9177 0.4979 0.34 -0.53 -4.65 0.78
C -0.3399 -1.3435 -0.2898 -4.87 -2.02 -1.01 0.01
C -1.0170 -0.1533 0.3053 0.70 0.20 -0.24 0.00
C -0.9987 -0.3183 -1.2036 2.43 0.75 0.65 0.00
C 2.9334 0.6129 1.7119 -0.81 1.73 6.29 0.54
C -2.3229 -0.2024 0.9902 -0.60 0.48 3.43 0.00
N 0.0873 0.4041 -1.9473 -1.09 3.82 1.24 0.01
O 2.3345 1.2347 -0.5762 -1.19 1.20 -1.78 0.45
H 0.6938 -1.3940 -0.3003 1.81 -0.24 0.00 0.00
H -0.9541 -2.3053 -0.3411 1.40 1.16 0.54 0.00
H -0.2767 0.4838 0.7857 -0.22 0.49 -0.38 0.01
H 3.5920 -0.1588 1.9705 0.97 -1.13 0.91 0.09
H -1.8551 -0.3479 -1.8180 -1.01 -0.82 -0.12 0.00
H 2.4611 1.2825 2.5507 0.75 -1.31 -0.58 0.14
H -2.2758 -0.4690 2.1255 0.51 0.67 -1.85 0.00
H -2.9803 -0.9508 0.6838 -0.88 -1.46 -1.20 0.00
H -2.9203 0.7168 0.9525 0.51 0.07 -0.16 0.00
H 0.7612 -0.2107 -2.3516 0.45 -0.31 -0.93 0.00
H 0.5842 0.9509 -1.2049 0.40 -0.60 -0.53 0.00
H -0.2216 1.2507 -2.5413 0.40 -2.15 0.38 0.00
```
Positions in Å, forces in eV/Å.

LUMO energy (alpha / beta) = -3.070 / -6.293 eV
2S+1 = 3
net charge = +1
energy relative to the best compared isomer or geometry (same formula, charge and spin) = 22.13 kcal/mol
gap between HOMO and LUMO (alpha / beta) = 6.788 / 8.589 eV
E_tot = -365.34251 Ha